Here is C12H24ClI2N2OP2W as an isolated structure from the OMol25 dataset. Energies are from ωB97M-V/def2-TZVPD.

The geometry in XYZ format:
```
45
Properties=species:S:1:pos:R:3:forces:R:3
I 1.6317 -3.8559 -2.0318 -0.181 0.078 0.723
I 1.2210 -4.8979 0.4426 0.064 0.283 -0.569
W -0.0304 0.5040 -0.2709 -1.183 0.840 1.250
P 2.2971 0.8334 0.6078 1.632 -0.080 1.095
C 3.4600 -0.5386 0.3850 -0.172 -0.121 -0.139
C 3.2016 2.2243 -0.1288 -0.385 0.319 -0.341
H 4.1710 2.3288 0.3849 -0.337 -0.176 -0.116
H 3.4580 1.4689 2.5836 -0.418 -0.096 -0.035
H 2.6411 3.1584 -0.0015 0.157 -0.125 -0.118
H 1.7433 2.0347 2.6501 0.337 -0.281 0.002
H 3.5484 -0.7754 -0.6837 0.150 -0.101 0.243
H 3.3746 2.0162 -1.1878 0.049 0.176 0.051
C 2.4064 1.1960 2.3866 -0.344 0.037 0.205
H 4.4133 -0.1406 0.7716 -0.216 -0.351 -0.181
H 2.1488 0.3141 2.9905 0.035 0.269 -0.147
H 3.1585 -1.4275 0.9579 0.145 0.226 -0.218
P -2.3594 -0.4820 -0.7230 -1.664 -1.152 0.193
C -2.4591 -2.2644 -1.1204 0.348 0.016 -0.234
C -3.4152 -0.4139 0.7577 0.225 0.232 0.330
H -3.6630 1.3313 -1.7012 -0.091 -0.352 -0.079
H -4.3967 -0.3072 -2.0283 0.587 0.360 0.161
H -2.9545 0.2662 -2.9450 -0.271 0.014 0.053
C -3.4584 0.2846 -1.9713 0.582 0.350 -0.343
H -3.4228 0.5987 1.1736 -0.161 -0.248 -0.004
H -4.4339 -0.6960 0.4568 0.277 0.055 0.030
H -3.5205 -2.4530 -1.3579 0.427 -0.031 0.094
H -2.1624 -2.8827 -0.2587 -0.037 0.212 -0.328
H -3.0636 -1.1262 1.5114 -0.056 0.174 -0.036
H -1.8357 -2.5067 -1.9937 -0.246 -0.089 0.262
Cl -0.9227 1.8290 1.4308 1.036 -1.069 -2.206
N 3.8258 0.6613 -5.6016 -1.035 -0.391 2.250
C 3.1880 0.1521 -4.4342 1.558 -0.843 -0.977
O 3.6407 -0.7601 -3.7513 -0.895 1.043 -0.798
C 1.8757 0.7838 -3.9984 -0.380 -0.087 0.355
C 1.4331 1.9974 -4.5437 -0.205 -0.621 -0.295
C 0.4367 2.7523 -3.9304 -0.151 -0.183 0.568
C 0.0376 2.3325 -2.6748 0.124 -0.469 0.667
N 0.3752 1.0936 -2.1931 -0.505 0.447 -0.757
C 1.1397 0.2320 -2.9333 0.745 1.106 0.244
H 4.7631 0.2939 -5.7051 0.036 -0.300 -0.045
H 3.8453 1.6682 -5.7160 -0.254 -0.091 -0.183
H 1.8494 2.2240 -5.5219 -0.133 0.540 0.198
H -0.0219 3.6443 -4.3428 0.366 0.032 -0.073
H -0.5297 2.9097 -1.9463 -0.145 0.302 -0.563
H 1.1695 -0.8044 -2.5764 0.586 0.147 -0.193
```
Positions in Å, forces in eV/Å.

## Properties
total charge = +3
multiplicity = 3
E_LUMO (spin up / spin down) = -13.97 / -13.34 eV
Kohn-Sham gap (spin up / spin down) = 2.935 / 3.566 eV
<S²> = 2.023

Results of the natural (NBO) charge analysis, in e, for atoms 1 through 2: 0.008 0.092


Here is C12H24ClLi3O7 as an isolated structure from the OMol25 dataset. Energies are from ωB97M-V/def2-TZVPD.

The geometry in XYZ format:
```
47
Properties=species:S:1:pos:R:3:forces:R:3
Li 5.0043 -2.9008 -15.0886 0.758 0.212 -0.211
Li 8.1834 -3.0746 -20.1792 -0.135 0.230 0.807
Li 11.1383 -0.0649 -15.5148 -0.475 -0.230 -0.770
Cl 8.2236 -2.4891 -16.7215 1.407 2.242 1.436
O 7.8448 -2.2478 -18.0630 -0.593 -0.029 -3.432
O 7.0968 -2.2653 -15.8982 -3.211 -0.563 1.543
O 8.7216 -3.7804 -16.5907 0.872 -1.617 0.292
O 9.1369 -1.4474 -16.3197 1.095 -0.412 -0.238
C 7.5252 2.3621 -18.6763 0.997 1.892 0.467
C 7.3619 0.9624 -18.2209 1.423 -1.858 0.004
C 5.9019 0.6304 -18.3216 -0.017 0.813 -1.073
O 5.3637 1.8709 -18.8193 -2.355 -1.726 0.319
C 6.1445 2.9490 -18.4472 0.931 0.670 -0.302
H 7.8285 2.4913 -19.7153 -0.215 -0.326 -0.101
H 8.3273 2.8037 -18.0850 -0.101 0.483 0.011
H 7.7638 0.7703 -17.2261 0.005 0.197 0.074
H 7.9441 0.3392 -18.8997 0.016 -0.371 0.167
H 5.4786 0.2331 -17.3991 -0.304 0.546 0.295
H 5.7433 -0.1388 -19.0774 -0.340 0.126 -0.164
H 6.0084 3.3124 -17.4286 -0.187 -0.307 0.372
H 5.8823 3.7810 -19.1007 0.118 -0.082 -0.076
C 10.0830 -2.6967 -11.7082 1.634 -1.146 2.004
C 9.0549 -2.6924 -12.7362 -2.035 1.269 -0.670
C 8.2505 -1.4530 -12.2971 -1.197 -0.095 -0.734
O 8.2773 -1.3944 -10.8808 0.892 -0.070 -0.524
C 9.5174 -2.0042 -10.4553 0.030 -0.210 -0.189
H 10.9917 -2.1959 -12.0422 0.091 -0.134 0.015
H 10.2947 -3.7255 -11.4171 0.649 0.049 -0.146
H 8.3166 -3.4920 -12.6754 0.521 -0.494 -0.028
H 9.4732 -2.6248 -13.7405 -0.286 -0.046 -0.081
H 7.2092 -1.5451 -12.6058 -0.373 -0.229 0.231
H 8.5075 -0.5465 -12.8452 0.863 0.559 0.463
H 9.3523 -2.7197 -9.6498 -0.567 -0.038 -0.125
H 10.2401 -1.3130 -10.0216 -0.214 0.554 -0.269
C 12.1250 2.1305 -18.7646 1.350 1.276 0.434
C 12.1459 0.7937 -19.4713 1.200 0.212 0.184
C 11.0701 0.1194 -18.7663 -2.292 -1.969 -0.184
O 11.0477 0.5818 -17.3766 -0.374 -0.981 -0.353
C 11.3219 1.9580 -17.4344 1.357 1.684 -1.386
H 11.7374 2.9126 -19.4174 -0.340 -0.075 0.209
H 13.1492 2.4421 -18.5595 -0.020 0.099 0.139
H 13.0070 0.1517 -19.2860 0.649 0.724 -0.160
H 12.0294 0.9357 -20.5457 -0.249 -0.346 0.128
H 11.1731 -0.9647 -18.8128 0.050 -0.072 0.677
H 10.1328 0.3120 -19.2882 -0.525 0.412 0.619
H 11.9212 2.2665 -16.5778 0.113 -0.196 0.149
H 10.4819 2.6513 -17.4768 -0.616 -0.625 0.175
```
Positions in Å, forces in eV/Å.

## Properties
total charge = +2
E_LUMO = -6.66 eV
Kohn-Sham gap = 7.304 eV

Results of the natural (NBO) charge analysis, in e, for atoms 1 through 2: 0.995 0.995


Here is C12H24F6Li2N3O24S6 as an isolated structure from the OMol25 dataset. Energies are from ωB97M-V/def2-TZVPD.

The geometry in XYZ format:
```
77
Properties=species:S:1:pos:R:3:forces:R:3
Li -1.6268 -0.6274 -0.3027 0.872 -1.311 -1.208
Li -2.9317 1.3116 0.3711 -0.791 0.911 0.391
N -4.1862 2.5405 1.2345 -1.407 1.781 -4.305
S -4.6200 3.8993 0.2159 -1.176 -0.567 -4.829
O -3.4964 4.5203 -0.4675 -1.424 -0.637 1.613
O -5.8105 4.6377 0.5839 2.062 -0.846 -0.067
F -5.1487 2.9326 -0.9383 -0.104 -0.007 0.264
S -3.9224 3.5023 2.3691 2.133 -0.167 8.790
O -5.0714 3.9168 3.1141 0.115 0.646 -0.789
O -2.7593 4.3226 2.2795 -0.546 0.931 -0.737
F -3.3580 2.3925 3.3690 0.312 -0.968 0.234
N -3.4915 -0.2677 -0.6540 0.833 2.112 -5.100
S -3.9371 0.1455 -2.3070 3.079 3.247 -3.138
O -5.1481 0.8571 -2.5651 0.375 -1.493 1.163
O -3.3955 -0.7570 -3.2784 -0.750 -0.135 1.200
F -2.8421 1.3580 -2.4091 -0.577 -0.820 0.868
S -4.6850 -1.1770 -0.4476 -7.226 -4.096 7.046
O -5.1089 -2.1645 -1.4553 1.493 2.609 1.588
O -5.6785 -0.5450 0.4563 1.320 -0.848 -3.373
F -3.9802 -2.0063 0.7430 0.895 -1.040 -0.610
N -1.0336 0.9349 0.4785 0.829 -2.211 4.377
S -0.1847 0.4440 1.8726 -0.771 -3.207 4.240
O 0.0348 1.4553 2.8824 0.219 -0.806 -2.147
O 0.7877 -0.6114 1.6354 -1.779 1.764 -0.095
F -1.4649 -0.3210 2.5256 0.625 0.022 -0.983
S -0.0603 2.0824 0.2410 3.605 8.505 -7.452
O 1.3640 1.8059 0.0665 -0.888 -0.415 3.274
O -0.5241 3.4387 0.5606 0.905 -3.618 0.190
F -0.2328 1.9950 -1.3614 -1.725 0.579 -0.904
C 1.8138 2.3318 -4.8020 0.319 0.780 -0.776
O 3.2308 2.7542 -4.9589 -1.571 -1.474 3.027
C 3.5862 3.4635 -5.9546 1.023 0.301 -2.527
O 2.8536 4.0215 -6.7224 0.127 0.653 -0.497
O 4.9494 3.3462 -6.0797 -1.185 -0.778 1.403
C 5.6537 3.8717 -7.1406 0.758 1.309 -1.306
H 1.5301 2.2664 -3.7516 0.896 -0.705 0.045
H 1.7527 1.4480 -5.4370 -0.267 -0.257 0.652
H 1.0568 3.0340 -5.1511 0.640 0.495 -0.591
H 6.7151 3.7160 -6.9479 -0.098 0.039 0.331
H 5.4782 4.9402 -7.2662 -0.026 0.139 0.160
H 5.4938 3.4465 -8.1314 -0.631 -0.509 0.142
C 2.5457 -1.4071 -0.9605 -0.471 -0.434 0.121
O 2.1509 -1.0585 -2.3032 -3.056 0.570 -0.677
C 0.7796 -0.9363 -2.5894 0.143 -1.466 3.139
O -0.1648 -1.0131 -1.7790 1.748 0.506 -0.564
O 0.5953 -0.9227 -3.8593 2.379 -0.094 -0.677
C -0.5943 -0.5547 -4.4558 -1.490 0.544 -1.713
H 3.4197 -2.0420 -1.1057 0.092 0.330 0.198
H 1.7758 -1.9894 -0.4542 -0.110 -0.019 -0.193
H 2.7256 -0.5376 -0.3283 0.168 0.098 -0.409
H -0.8538 0.4785 -4.2253 -0.292 -0.204 0.442
H -1.4221 -1.2574 -4.3610 0.171 0.148 0.820
H -0.3985 -0.5663 -5.5280 0.309 0.062 -0.025
C -2.5726 -3.6128 3.8045 -1.086 -0.127 -0.940
O -3.0851 -3.5736 5.1075 -0.820 0.579 1.441
C -2.4349 -3.8292 6.2235 3.773 -1.608 0.252
O -1.2392 -4.2490 6.3061 -4.244 1.480 0.014
O -3.3040 -3.6163 7.2373 0.279 0.012 0.598
C -2.9863 -4.1488 8.5375 0.740 -1.471 0.282
H -3.4947 -3.7184 3.2329 0.026 -0.670 -0.243
H -1.9303 -4.4798 3.6502 0.371 0.536 -0.084
H -2.3058 -2.6225 3.4354 1.169 -0.112 0.533
H -3.7677 -4.1272 9.2971 -0.691 1.013 -0.806
H -2.0925 -3.7758 9.0377 0.115 0.482 -0.646
H -2.8494 -5.2275 8.4615 0.352 -0.101 -0.409
C 4.0139 0.4599 2.2390 -0.474 0.493 0.091
O 4.2649 -0.9210 2.5063 0.420 -0.451 -0.028
C 5.1157 -1.5462 1.7273 0.605 -1.655 -1.844
O 5.7286 -1.0681 0.7787 -0.719 -1.137 1.774
O 5.0821 -2.9153 2.0975 -1.264 3.135 0.375
C 5.7934 -3.8915 1.4161 1.877 0.223 -0.148
H 4.8108 1.1007 2.6162 -0.064 -0.188 0.357
H 3.0576 0.5904 2.7456 0.260 0.543 -0.028
H 3.9074 0.7299 1.1883 -0.053 -0.574 -0.095
H 5.5722 -3.9884 0.3532 -0.562 -0.194 0.135
H 5.7048 -4.7897 2.0273 -0.385 -0.121 -0.491
H 6.8504 -3.6283 1.4536 0.292 -0.036 -0.114
```
Positions in Å, forces in eV/Å.

## Properties
total charge = -1
E_LUMO = 1.45 eV
Kohn-Sham gap = 9.183 eV

Results of the Mulliken charge analysis, in e, for atoms 1 through 2: 1.048 1.074